# C3H6BrIN3O4P

2 unconnected molecules or ions with the total composition C3H6BrIN3O4P (ωB97M-V/def2-TZVPD, the OMol25 dataset).

Calculated values
* total energy: -3796.0385 hartree
* strongest force on any atom: 0.03474 Eh/bohr
* HOMO level: 1.06 eV
* net charge: -2
* LUMO: 3.180 eV

Each line ends with the Mulliken charge.
Positions of all 19 atoms, in Å:
Br: 1.749 -0.452 -0.636  0.07
N: 0.548 0.909 -0.392  -0.33
C: -0.780 0.762 -0.176  0.24
N: -1.589 1.946 -0.185  -0.50
C: -2.902 1.354 -0.556  -0.50
C: -2.497 -0.045 -1.010  -0.49
I: -4.385 -1.394 -1.190  -0.52
N: -1.460 -0.417 -0.041  -0.21
H: 0.904 1.835 -0.566  0.23
H: -1.276 2.617 -0.876  0.28
H: -3.451 1.927 -1.304  0.32
H: -3.513 1.292 0.349  0.32
H: -1.977 0.027 -1.967  0.46
H: -1.845 -0.583 0.898  0.22
O: 5.533 -2.158 2.666  -0.68
P: 4.520 -1.971 1.533  0.87
O: 3.690 -0.703 1.863  -0.54
O: 3.493 -3.113 1.412  -0.58
O: 5.237 -1.833 0.178  -0.64

---

# C5H9NS

2 unconnected molecules or ions with the total composition C5H9NS (ωB97M-V/def2-TZVPD, the OMol25 dataset).

Calculated values
* total energy: -648.7227 hartree
* strongest force on any atom: 0.11002 Eh/bohr
* HOMO level: -9.86 eV
* LUMO: -0.503 eV
* relative energy (zero: lowest compared OMol25 entry of this formula, charge and spin): 3.550 eV

Each line ends with the Mulliken charge.
Positions of all 16 atoms, in Å:
C: -1.888 -1.376 -0.077  0.04
C: 1.283 -0.589 -1.040  -1.67
C: 0.622 0.091 1.339  -1.35
C: -0.915 0.553 -0.696  -0.26
C: 0.403 0.428 -0.186  0.33
N: -2.469 -2.342 0.129  -0.44
S: -1.982 1.750 0.018  -0.14
H: 0.995 -1.612 -0.925  0.39
H: 2.306 -0.535 -0.843  0.44
H: 1.172 -0.407 -2.076  0.45
H: 1.553 0.635 1.606  0.39
H: 0.773 -0.989 1.568  0.32
H: -0.120 0.438 1.918  0.44
H: -1.180 0.509 -1.676  0.45
H: 0.865 1.345 -0.363  0.44
H: -1.419 2.099 1.303  0.17